21
Properties=species:S:1:pos:R:3:forces:R:3 method="wB97M-V/def2-TZVPD" energy_ha=-1014.7658 s2=3.758 multiplicity=4 homo_energy_ev="-13.176 / -12.546" charge=+1
C -3.62757 2.06159 -2.34714 -0.0540 0.2213 -0.3350
O -3.28431 0.92332 -1.69159 0.1243 -0.0755 0.2002
H -4.56979 1.81651 -2.89040 0.2070 0.0963 0.1314
H -3.88626 2.88808 -1.66076 0.0119 -0.2091 -0.1337
H -2.88316 2.37113 -3.10216 -0.2247 -0.0273 0.1766
O 3.54338 -1.18688 1.28644 0.3994 -1.2298 -0.5562
C 2.79574 -2.31790 1.00340 -1.5905 -1.4696 -0.9400
C 1.45756 -1.94331 0.23736 1.0974 -0.7693 -0.1868
O 0.87166 -0.87328 0.96120 -0.3947 1.2419 0.4648
C -0.12176 0.00563 0.28559 0.6538 -0.3903 0.2778
C -0.13984 1.32611 1.06026 -1.7077 -0.1997 -0.1441
O 1.13897 1.77711 1.36414 -1.3582 1.0516 -0.5606
Pr 2.65073 0.53634 1.75608 2.1779 1.1724 1.8032
H 2.50980 -2.85767 1.92999 0.2213 0.2515 -0.3297
H 3.33923 -3.03678 0.36044 -0.1244 0.3271 0.3076
H 0.77019 -2.80142 0.18240 0.2500 0.2326 0.0114
H 1.69361 -1.59389 -0.78253 -0.0578 -0.1656 0.2178
H -1.09339 -0.50749 0.35928 0.3274 0.3284 -0.5863
H 0.27551 0.18411 -0.72909 -0.5500 -0.3233 0.1744
H -0.74451 1.17253 1.97802 0.3590 0.2050 -0.2587
H -0.69576 2.05615 0.43909 0.2325 -0.2687 0.2658

***

59
Properties=species:S:1:pos:R:3:forces:R:3 method="wB97M-V/def2-TZVPD" energy_ha=-6440.2921 homo_energy_ev=-5.366 charge=-1
Zn -0.52448 -0.02792 0.04482 0.2854 -0.7335 0.0725
N 4.70280 1.41986 -5.72552 0.0200 -0.0442 -0.0556
C 4.21617 0.95995 -4.49854 -0.0100 0.0473 -0.0174
C 2.85138 0.73059 -4.32120 -0.0074 0.0000 -0.0042
C 2.37592 0.23588 -3.12123 -0.0046 -0.0684 0.0047
C 3.25328 -0.02714 -2.07940 0.0951 0.0145 -0.1024
C 4.61043 0.19441 -2.24643 -0.0507 0.0803 -0.0401
C 5.09058 0.68060 -3.45117 -0.0028 -0.0246 0.0634
S 2.66044 -0.70183 -0.55659 0.0644 0.0428 0.0644
O 3.73621 -0.60165 0.38923 -0.0191 -0.1311 -0.0072
O 2.07034 -1.97153 -0.84726 0.0341 -0.0101 -0.0245
N 1.42917 0.28250 -0.12941 0.0179 0.4554 -0.0660
C 1.66575 1.61406 0.12102 -0.1898 -0.5084 -0.0299
N 0.54958 2.24803 0.52451 -0.1148 0.3194 0.1574
C 0.64243 3.53678 0.79324 0.1226 -0.0295 -0.0323
C 1.83885 4.22819 0.66540 -0.0051 0.0264 0.0065
C 2.92092 3.48257 0.22803 0.0092 -0.0163 -0.0029
N 2.85802 2.18681 -0.04972 0.0723 0.1378 -0.0098
H 4.03625 1.92515 -6.28642 0.0024 0.0094 0.0265
H 5.59421 1.88634 -5.68064 -0.0196 0.0106 0.0118
H 2.16349 0.93365 -5.13376 -0.0028 0.0039 -0.0096
H 1.31720 0.04654 -2.99578 -0.0113 -0.0081 0.0213
H 5.27789 0.00074 -1.41947 0.0139 -0.0160 0.0342
H 6.15334 0.85039 -3.58050 0.0089 0.0037 -0.0082
H -0.26712 4.02863 1.12224 -0.0139 -0.0029 0.0122
H 1.92248 5.28090 0.89026 -0.0038 0.0028 -0.0023
H 3.89227 3.94779 0.09050 0.0145 -0.0003 -0.0040
C -2.05435 1.92852 3.01946 0.0269 0.0265 0.0267
Ge -3.00121 0.49832 2.06046 0.1349 0.0307 0.0178
C -2.66042 -1.17954 2.99551 0.0154 -0.0521 0.0204
C -4.92056 0.88910 2.18626 -0.0855 0.0038 -0.0030
C -2.40542 0.47904 0.21896 -0.0409 0.2577 -0.0815
H -2.37260 1.98213 4.06169 -0.0206 0.0119 0.0141
H -2.24487 2.89558 2.54982 -0.0096 0.0166 0.0026
H -0.97881 1.74907 2.99785 0.0187 0.0015 -0.0093
H -3.02426 -1.11371 4.02267 -0.0103 -0.0397 0.0085
H -1.59485 -1.40776 3.01478 0.0295 0.0105 0.0039
H -3.15140 -2.01161 2.49190 -0.0335 -0.0139 0.0067
H -5.24308 0.95393 3.22644 -0.0106 0.0044 0.0283
H -5.49380 0.10004 1.69804 -0.0300 0.0041 -0.0154
H -5.14792 1.83528 1.69298 -0.0225 0.0073 -0.0086
H -2.54418 1.49086 -0.17496 -0.0808 -0.0132 -0.0535
H -3.01915 -0.21584 -0.35686 -0.0272 0.0039 -0.0256
O 2.41113 -5.96297 0.28660 -0.0005 -0.0765 0.0499
S 1.00765 -5.88563 0.58040 0.1080 0.1117 -0.0222
O 0.49370 -6.68759 1.65820 0.0246 -0.0277 0.0372
N 0.53508 -4.32544 0.75393 -0.0847 0.1214 0.1120
C -0.30677 -3.96456 -0.16678 0.3367 -0.0133 0.1016
S -1.09472 -2.46282 -0.26811 -0.4518 0.1176 -0.1577
C -0.61826 -5.03704 -1.18055 -0.0117 0.1333 0.0678
C -1.44849 -4.98863 -2.28587 -0.0128 0.0274 -0.0030
C -1.56292 -6.12857 -3.07099 0.0033 -0.0339 -0.0132
C -0.86402 -7.29232 -2.75625 0.0125 0.0166 0.0307
C -0.03070 -7.33854 -1.64434 -0.0506 0.0646 -0.0731
C 0.06888 -6.19210 -0.88322 -0.0250 -0.2487 -0.0985
H -1.98405 -4.07646 -2.51225 -0.0043 0.0044 -0.0103
H -2.20492 -6.11553 -3.94284 -0.0074 0.0012 -0.0058
H -0.97111 -8.16831 -3.38317 -0.0051 -0.0070 -0.0157
H 0.52023 -8.23281 -1.38658 0.0103 -0.0123 0.0094

***

18
Properties=species:S:1:pos:R:3:forces:R:3 method="wB97M-V/def2-TZVPD" energy_ha=-327.0449 smiles="C=NCC.CC=O" homo_energy_ev=-9.636
C 0.09302 0.52497 1.41347 -0.2594 -0.3597 0.2291
N -0.16054 -0.61549 0.92699 -0.1906 0.3329 0.5633
C -1.37335 -0.82905 0.15130 -0.1954 -0.0766 0.0283
C -2.23982 0.37378 -0.20385 -0.0100 0.0402 0.0528
H -0.52024 1.42239 1.27538 -0.0515 -0.1569 0.0627
H 1.02579 0.66235 1.96911 -0.2134 -0.0875 0.0392
H -1.08510 -1.34684 -0.77367 0.0658 0.0832 0.2333
H -1.93657 -1.55406 0.74662 -0.1047 -0.0167 -0.1310
H -3.16269 0.02040 -0.67386 0.1272 0.0494 0.0405
H -1.72555 1.02847 -0.91556 -0.0786 -0.0841 0.1590
H -2.52380 0.95625 0.67936 -0.0238 -0.0859 -0.1085
C 2.41507 -0.51732 -0.50972 0.0662 -0.0763 -0.1554
C 1.28189 0.41291 -0.83196 0.2106 0.2852 -0.4869
O 0.50467 0.29961 -1.75141 0.4630 0.0289 0.2526
H 2.33463 -1.45085 -1.06726 0.0085 0.1077 0.0183
H 2.49747 -0.73056 0.56064 -0.1078 0.1446 -0.2250
H 3.31051 0.02989 -0.82078 0.1364 -0.1699 0.0085
H 1.26459 1.31317 -0.17480 0.1575 0.0415 -0.5806

***

Short version: energy relative to the best compared isomer or geometry (same formula, charge and spin) = 0.000 0.334 2.351 eV, in the order given.